Record 1
Computed, not measured: a cluster of 3 separate species, C4H12O3 in total in a non-equilibrium geometry, with the ωB97M-V functional and the def2-TZVPD basis.

Each atom is followed by the atoms it is bonded to, with distances in Å.
Element x y z (Å)
1 O -2.708 -3.821 0.272  H9 0.945, H16 0.962
2 O -1.621 2.119 1.405  H12 0.956, H17 0.952
3 O -1.200 -0.882 -0.244  C4 1.183
4 C -0.178 -0.531 0.235  O3 1.183, C5 1.550, H8 1.119
5 C 0.669 0.662 -0.275  C4 1.550, C6 1.561, C7 1.518, H19 1.112
6 C 0.902 0.413 -1.799  C5 1.561, H10 1.090, H13 1.085, H18 1.090
7 C 1.916 1.012 0.517  C5 1.518, H11 1.091, H14 1.092, H15 1.089
8 H 0.109 -0.902 1.251  C4 1.119
9 H -2.027 -3.619 0.896  O1 0.945
10 H 1.752 -0.259 -1.911  C6 1.090
11 H 1.692 1.499 1.466  C7 1.091
12 H -2.262 1.410 1.420  O2 0.956
13 H -0.020 0.183 -2.323  C6 1.085
14 H 2.460 0.091 0.735  C7 1.092
15 H 2.545 1.656 -0.095  C7 1.089
16 H -2.320 -3.504 -0.549  O1 0.962
17 H -0.768 1.700 1.451  O2 0.952
18 H 1.228 1.379 -2.184  C6 1.090
19 H -0.168 1.394 -0.268  C5 1.112

The value obtained for the HOMO-LUMO gap (spin up / spin down) is 8.60 / 4.76 eV. As for the charge: +1. The spin multiplicity is 2. The molar mass comes out at 108.14 Da. As for the total energy: -10474.2371 eV. The value obtained for the LUMO energy (spin up / spin down) is -6.24 / -10.00 eV. The value obtained for the HOMO energy (spin up / spin down) is -0.5452 / -0.5424 Ha.

---

Record 2
Computed, not measured: the molecule C22H21ClN4O2 in a non-equilibrium geometry, with the ωB97M-V functional and the def2-TZVPD basis.

Each atom is followed by the atoms it is bonded to, with distances in Å.
Element x y z (Å)
1 Cl 5.607 -3.923 -3.217  C26 1.769
2 O 0.020 0.438 -2.965  C15 1.255
3 O 1.938 -2.880 2.396  C23 1.207
4 N -0.704 0.199 1.558  C16 1.417, C17 1.483, C18 1.399
5 N -0.479 -1.700 2.778  C16 1.383, C21 1.366, H35 1.026
6 N 1.251 -1.132 1.146  C16 1.322, C23 1.381
7 N -1.234 1.915 -1.759  C15 1.409, C24 1.489, C29 1.466
8 C 3.541 -2.566 -2.083  C26 1.403, C28 1.382, H43 1.070
9 C 2.825 -2.737 0.262  C19 1.422, C23 1.445, C28 1.426
10 C 4.684 -4.124 -0.618  C19 1.425, C26 1.389, H44 1.077
11 C -4.196 0.127 3.049  C22 1.415, C25 1.370, H31 1.106
12 C -0.413 3.587 -0.229  C24 1.504, C27 1.536, H39 1.104, H42 1.092
13 C -0.344 2.501 -4.058  C15 1.478, C20 1.370, H40 1.076
14 C -2.780 -1.711 3.799  C21 1.400, C25 1.418, H47 1.095
15 C -0.518 1.570 -2.923  O2 1.255, N7 1.409, C13 1.478
16 C 0.127 -0.921 1.809  N4 1.417, N5 1.383, N6 1.322
17 C -0.473 1.155 0.447  N4 1.483, C27 1.527, C29 1.534, H41 1.068
18 C -1.865 -0.043 2.300  N4 1.399, C21 1.378, C22 1.404
19 C 3.861 -3.691 0.461  C9 1.422, C10 1.425, H30 1.112
20 C 0.529 2.279 -5.090  C13 1.370, H46 1.079, H48 1.099
21 C -1.719 -1.193 3.046  N5 1.366, C14 1.400, C18 1.378
22 C -3.093 0.635 2.321  C11 1.415, C18 1.404, H34 1.081
23 C 1.994 -2.278 1.351  O3 1.207, N6 1.381, C9 1.445
24 C -1.436 3.316 -1.299  N7 1.489, C12 1.504, H37 1.103, H50 1.094
25 C -4.014 -1.012 3.788  C11 1.370, C14 1.418, H49 1.091
26 C 4.534 -3.532 -1.865  Cl1 1.769, C8 1.403, C10 1.389
27 C -0.459 2.598 0.946  C12 1.536, C17 1.527, H32 1.097, H38 1.070
28 C 2.671 -2.231 -1.062  C8 1.382, C9 1.426, H36 1.107
29 C -1.496 0.959 -0.679  N7 1.466, C17 1.534, H33 1.075, H45 1.101
30 H 4.000 -4.044 1.507  C19 1.112
31 H -5.161 0.664 2.995  C11 1.106
32 H 0.427 2.764 1.570  C27 1.097
33 H -1.420 -0.046 -1.050  C29 1.075
34 H -3.232 1.549 1.760  C22 1.081
35 H -0.059 -2.580 3.099  N5 1.026
36 H 1.895 -1.466 -1.258  C28 1.107
37 H -2.482 3.452 -0.976  C24 1.103
38 H -1.304 2.793 1.572  C27 1.070
39 H -0.549 4.615 0.149  C12 1.104
40 H -0.914 3.413 -4.086  C13 1.076
41 H 0.488 1.037 -0.006  C17 1.068
42 H 0.565 3.581 -0.714  C12 1.092
43 H 3.515 -2.029 -3.009  C8 1.070
44 H 5.536 -4.764 -0.457  C10 1.077
45 H -2.520 1.074 -0.288  C29 1.101
46 H 0.566 3.012 -5.881  C20 1.079
47 H -2.688 -2.647 4.360  C14 1.095
48 H 1.141 1.367 -5.114  C20 1.099
49 H -4.884 -1.363 4.346  C25 1.091
50 H -1.280 4.011 -2.129  C24 1.094

The value obtained for the HOMO-LUMO gap is 8.44 eV. The molar mass comes out at 408.89 Da. As for the total energy: -45733.2615 eV. The value obtained for the LUMO energy is 0.30 eV. The value obtained for the HOMO energy is -0.2991 Ha.

---

Record 3
Computed, not measured: a cluster of 2 separate species, C2H3N4 in total in a non-equilibrium geometry, with the ωB97M-V functional and the def2-TZVPD basis.

Each atom is followed by the atoms it is bonded to, with distances in Å.
Element x y z (Å)
1 N 2.505 0.616 0.147  N2 1.331, N4 1.281
2 N 2.525 -0.704 -0.025  N1 1.331, N3 1.290
3 N 1.349 -1.137 -0.335  N2 1.290, C5 1.330
4 N 1.307 1.066 0.101  N1 1.281, C5 1.319
5 C 0.630 -0.028 -0.188  N3 1.330, N4 1.319
6 C -2.059 0.032 0.044  H7 1.042, H8 1.094, H9 1.063
7 H -1.974 1.066 0.141  C6 1.042
8 H -2.126 -0.518 -0.899  C6 1.094
9 H -2.156 -0.394 1.013  C6 1.063

The value obtained for the HOMO-LUMO gap (spin up / spin down) is 8.13 / 8.37 eV. As for the charge: -1. The molar mass comes out at 83.07 Da. As for the total energy: -8078.6818 eV. The value obtained for the LUMO energy (spin up / spin down) is 3.59 / 4.04 eV. The value obtained for the HOMO energy (spin up / spin down) is -0.1669 / -0.1594 Ha.